Entry from the Open Molecules 2025 dataset: 6 unconnected molecules or ions with the total composition C32H67N8O7 in a non-equilibrium geometry (ωB97M-V/def2-TZVPD).

CARTESIAN COORDINATES (ANGSTROEM)
C: 7.044 0.098 3.327
C: 5.498 -0.076 3.194
N: 5.200 0.006 1.717
C: 3.794 -0.011 1.585
C: 3.004 -1.156 1.869
C: 1.652 -1.068 1.714
N: 1.039 0.072 1.311
O: -0.322 0.023 1.178
C: -0.921 0.608 2.377
C: -2.234 -0.065 2.827
C: -3.083 -0.423 1.546
C: -3.129 0.864 3.687
C: -2.549 1.267 5.069
C: -2.131 0.033 5.929
C: -1.418 2.339 5.024
C: 1.754 1.185 1.065
C: 1.111 2.509 0.656
C: 1.125 3.451 1.937
O: 1.520 2.752 3.118
C: 2.132 4.633 1.754
N: 2.400 5.254 3.076
C: 3.144 1.174 1.184
H: 7.345 0.985 2.749
H: 7.344 0.156 4.382
H: 7.492 -0.792 2.855
H: 5.017 0.779 3.703
H: 5.182 -1.043 3.604
H: 5.498 0.944 1.454
H: 3.466 -2.084 2.208
H: 0.996 -1.919 1.918
H: -0.200 0.545 3.213
H: -1.116 1.681 2.201
H: -2.022 -1.034 3.310
H: -4.163 -0.328 1.775
H: -2.936 -1.463 1.216
H: -2.907 0.290 0.717
H: -3.458 1.740 3.096
H: -4.046 0.282 3.895
H: -3.389 1.731 5.628
H: -3.012 -0.621 6.042
H: -1.295 -0.473 5.419
H: -1.864 0.380 6.941
H: -1.457 3.071 5.841
H: -0.451 1.800 5.112
H: -1.372 2.821 4.030
H: 0.056 2.367 0.375
H: 1.639 2.928 -0.214
H: 0.100 3.817 2.126
H: 2.484 2.751 3.188
H: 3.101 4.253 1.394
H: 1.685 5.347 1.043
H: 1.527 5.355 3.591
H: 2.759 6.183 2.873
H: 3.698 2.088 0.953
C: -6.914 -1.233 3.321
O: -6.103 -0.475 2.814
N: -7.288 -2.418 2.808
C: -8.260 -3.272 3.465
C: -6.698 -2.855 1.554
H: -7.417 -0.994 4.272
H: -7.800 -4.235 3.697
H: -9.111 -3.432 2.800
H: -8.612 -2.815 4.388
H: -5.615 -2.923 1.667
H: -6.919 -2.125 0.775
H: -7.097 -3.825 1.269
C: 2.239 -3.096 -3.711
O: 2.801 -4.109 -4.078
N: 2.678 -2.272 -2.735
C: 1.948 -1.081 -2.355
C: 3.918 -2.594 -2.051
H: 1.290 -2.762 -4.165
H: 2.584 -0.206 -2.507
H: 1.671 -1.150 -1.298
H: 1.047 -0.972 -2.953
H: 4.734 -2.635 -2.775
H: 3.829 -3.573 -1.576
H: 4.137 -1.840 -1.297
C: 3.276 5.643 -1.898
O: 3.139 4.932 -0.908
N: 3.050 5.255 -3.160
C: 3.232 6.140 -4.295
C: 2.603 3.895 -3.379
H: 3.607 6.690 -1.818
H: 2.286 6.247 -4.827
H: 3.978 5.716 -4.969
H: 3.568 7.122 -3.967
H: 1.665 3.739 -2.846
H: 3.347 3.199 -2.985
H: 2.454 3.707 -4.439
C: -0.998 1.059 -4.147
O: -0.005 1.264 -3.465
N: -2.211 0.755 -3.660
C: -3.354 0.512 -4.522
C: -2.378 0.668 -2.222
H: -0.969 1.106 -5.247
H: -4.141 1.234 -4.293
H: -3.730 -0.498 -4.350
H: -3.074 0.613 -5.569
H: -2.120 1.629 -1.771
H: -1.706 -0.094 -1.822
H: -3.407 0.413 -1.976
C: -1.045 -5.532 -6.493
O: -0.909 -4.365 -6.169
N: -0.375 -6.568 -5.954
C: -0.588 -7.935 -6.386
C: 0.594 -6.299 -4.903
H: -1.755 -5.838 -7.280
H: -0.927 -8.535 -5.539
H: 0.350 -8.347 -6.765
H: -1.338 -7.977 -7.174
H: 0.090 -5.812 -4.067
H: 1.362 -5.627 -5.282
H: 1.054 -7.225 -4.564

The value obtained for the HOMO-LUMO gap is 7.458 eV. The net charge is +1. For the HOMO energy, the calculation gives -10.4 eV. The total energy comes out at -60516.7121 eV.


Entry from the Open Molecules 2025 dataset: a molecular structure, C32H68BBeCl7CsN3NbO19P2S in a non-equilibrium geometry (ωB97M-V/def2-TZVPD).

CARTESIAN COORDINATES (ANGSTROEM)
C: 2.546 4.792 -0.011
C: 2.922 3.587 1.086
C: 2.973 2.087 0.373
O: 1.909 2.080 -0.641
C: 0.808 1.167 -0.299
Nb: -1.264 2.087 -0.823
C: -1.285 3.432 0.986
C: -1.575 2.777 2.443
C: -0.325 1.847 3.047
C: -0.674 0.251 3.134
C: 0.179 -0.595 4.249
C: -0.360 -2.174 4.120
C: 0.693 -3.159 3.341
C: 1.238 -2.599 1.900
C: 1.844 -3.812 0.921
C: 0.903 -3.895 -0.458
O: 0.738 -5.336 -0.829
C: 0.180 -5.464 -2.186
C: -2.405 0.384 0.152
C: -3.775 -0.092 -0.654
C: -5.040 0.938 -0.494
C: -5.097 2.288 0.435
C: -6.471 3.233 0.556
C: -7.813 2.837 -0.314
C: -7.770 1.483 -1.274
C: -6.412 0.538 -1.364
B: -0.314 3.814 -2.002
O: 0.811 3.716 -2.949
O: -0.911 5.181 -1.827
C: -2.151 5.303 -2.611
C: -2.089 4.658 -4.117
P: -1.197 0.699 -2.968
O: 0.134 0.891 -3.836
O: -1.153 -1.000 -2.451
O: -2.649 0.881 -3.956
H: 3.183 5.780 0.198
H: 2.783 4.492 -1.117
H: 1.416 5.132 0.102
H: 3.984 3.883 1.513
H: 2.161 3.653 1.978
H: 2.945 1.200 1.135
H: 4.006 2.059 -0.223
H: 0.845 0.722 0.782
H: 0.923 0.231 -1.031
H: -2.898 2.800 -1.297
H: -0.248 4.008 1.041
H: -2.098 4.289 0.817
H: -1.623 3.696 3.208
H: -2.629 2.252 2.569
H: -0.108 2.201 4.166
H: 0.634 2.123 2.436
H: -0.544 -0.309 2.108
H: -1.828 0.172 3.429
H: 1.337 -0.613 4.036
H: -0.090 -0.205 5.336
H: -1.348 -2.149 3.451
H: -0.702 -2.617 5.158
H: 0.091 -4.161 3.099
H: 1.552 -3.489 4.084
H: 0.426 -2.057 1.242
H: 2.146 -1.873 2.138
H: 2.892 -3.405 0.539
H: 1.920 -4.845 1.466
H: 1.359 -3.268 -1.351
H: -0.184 -3.488 -0.291
H: 0.510 -4.627 -2.934
H: 0.583 -6.496 -2.624
H: -0.997 -5.545 -2.202
H: -1.688 -0.570 0.129
H: -2.719 0.524 1.265
H: -4.107 -1.105 -0.116
H: -3.595 -0.375 -1.774
H: -4.152 2.606 1.050
H: -6.494 4.179 1.251
H: -8.767 3.513 -0.253
H: -8.738 1.226 -1.907
H: -6.468 -0.398 -2.074
H: 0.433 3.486 -3.848
H: -2.349 6.470 -2.759
H: -3.105 4.868 -2.069
H: -2.388 3.504 -4.160
H: -1.086 4.884 -4.706
H: -2.942 5.207 -4.746
H: -1.979 -1.466 -2.818
H: -2.635 0.045 -4.529
Cl: 2.950 -6.646 3.016
C: 4.296 -7.174 1.975
C: 5.584 -6.425 2.277
Cl: 5.492 -4.710 1.803
H: 3.989 -7.044 0.932
H: 4.436 -8.243 2.157
H: 6.411 -6.865 1.713
H: 5.836 -6.470 3.341
N: -4.091 -1.564 -6.449
H: -3.927 -2.153 -5.625
H: -4.659 -0.752 -6.182
H: -3.191 -1.244 -6.825
H: -4.587 -2.108 -7.165
Be: 6.422 -2.879 0.163
C: 2.707 -3.343 7.471
O: 3.374 -2.886 6.552
N: 2.530 -4.683 7.743
C: 1.723 -5.143 8.853
C: 3.170 -5.664 6.891
H: 2.177 -2.686 8.180
H: 2.349 -5.738 9.523
H: 0.908 -5.761 8.466
H: 1.301 -4.301 9.410
H: 4.252 -5.504 6.916
H: 2.818 -5.528 5.864
H: 2.939 -6.678 7.228
O: -7.273 -0.503 -9.030
S: -6.074 -0.921 -9.780
O: -5.444 -2.067 -9.100
O: -5.118 0.199 -9.842
O: -6.462 -1.313 -11.147
N: 7.753 -7.910 -0.408
O: 8.793 -8.157 -1.040
O: 6.937 -7.085 -0.852
O: 7.528 -8.488 0.668
Cs: 3.043 5.486 2.337
O: -6.938 2.486 -7.544
P: -8.299 2.059 -6.970
O: -8.155 0.698 -6.269
O: -9.322 1.943 -8.111
O: -8.780 3.109 -5.956
C: 8.950 5.396 2.941
Cl: 8.567 4.240 4.223
Cl: 7.659 6.589 2.754
H: 9.879 5.914 3.195
H: 9.075 4.856 2.000
C: 4.751 9.268 -2.467
Cl: 6.037 10.485 -2.533
Cl: 4.902 8.281 -1.003
Cl: 3.158 10.042 -2.534
H: 4.852 8.613 -3.336

The value obtained for the HOMO-LUMO gap is 0.792 eV. The net charge is -3. For the HOMO energy, the calculation gives 1.0 eV. The total energy comes out at -197870.1899 eV.


Entry from the Open Molecules 2025 dataset: 5 unconnected molecules or ions with the total composition C32H68N7O6 in a non-equilibrium geometry (ωB97M-V/def2-TZVPD).

CARTESIAN COORDINATES (ANGSTROEM)
C: 2.134 4.655 0.937
C: 1.640 3.146 0.707
C: 0.293 2.852 1.583
C: -0.206 1.399 1.075
N: -1.197 1.069 0.075
C: -1.296 -0.402 0.028
N: -2.131 -1.087 -0.751
C: -2.325 -2.560 -0.830
N: -3.134 -2.974 0.386
C: -3.001 -0.250 -1.674
C: -2.083 0.246 -2.924
C: -1.735 -0.932 -3.952
C: -0.801 -0.396 -5.174
N: -0.669 -1.401 -6.277
N: -0.352 -0.973 0.953
C: 0.058 -2.341 1.340
C: 1.090 -2.919 0.212
C: 2.644 -2.715 0.641
N: 3.034 -3.782 1.623
N: 0.250 0.109 1.523
O: 1.230 0.155 2.464
O: 1.294 2.812 -0.652
C: 2.450 2.761 -1.524
C: 1.890 3.086 -3.014
C: 2.437 2.443 -4.311
C: 1.721 2.860 -5.648
C: 0.511 3.863 -5.683
C: -0.025 4.517 -4.379
C: 0.689 4.105 -3.048
H: 2.648 5.089 -0.002
H: 1.327 5.380 1.290
H: 2.961 4.612 1.747
H: 2.440 2.442 1.169
H: -0.492 3.610 1.213
H: 0.476 2.892 2.706
H: -1.352 -3.150 -0.927
H: -2.992 -2.835 -1.731
H: -4.060 -2.527 0.209
H: -2.778 -2.438 1.207
H: -3.838 -0.892 -2.150
H: -3.483 0.634 -1.140
H: -1.080 0.691 -2.556
H: -2.694 1.027 -3.520
H: -2.640 -1.419 -4.451
H: -1.129 -1.801 -3.477
H: 0.261 -0.137 -4.800
H: -1.273 0.566 -5.594
H: -0.625 -0.861 -7.166
H: 0.214 -1.930 -6.210
H: 0.642 -2.362 2.338
H: -0.792 -3.098 1.439
H: 0.879 -4.022 -0.048
H: 0.933 -2.308 -0.756
H: 2.870 -1.645 1.000
H: 3.261 -2.886 -0.320
H: 3.289 -4.598 1.029
H: 2.158 -4.040 2.108
H: 0.791 0.561 3.254
H: 2.799 1.671 -1.564
H: 3.317 3.435 -1.217
H: 3.301 1.706 -4.255
H: 2.082 2.377 -6.612
H: -0.017 4.132 -6.662
H: -0.921 5.240 -4.333
H: 0.276 4.596 -2.091
C: 0.752 0.125 6.792
C: 1.058 -1.339 6.519
C: 2.551 -1.570 6.346
O: 0.374 -1.754 5.336
H: 1.078 0.755 5.956
H: -0.325 0.278 6.902
H: 1.249 0.469 7.702
H: 0.684 -1.952 7.343
H: 2.939 -1.000 5.495
H: 2.754 -2.624 6.139
H: 3.102 -1.277 7.243
H: 0.699 -1.216 4.601
C: -5.035 4.770 1.234
C: -3.744 5.482 0.862
C: -3.585 5.589 -0.646
O: -2.634 4.767 1.406
H: -5.045 3.749 0.840
H: -5.130 4.690 2.321
H: -5.906 5.303 0.845
H: -3.735 6.482 1.304
H: -3.546 4.595 -1.106
H: -2.648 6.092 -0.899
H: -4.413 6.146 -1.092
H: -2.634 3.880 1.020
C: -6.491 -4.195 -4.809
C: -5.045 -3.725 -4.817
C: -4.080 -4.899 -4.816
O: -4.804 -2.912 -3.667
H: -6.705 -4.783 -3.910
H: -7.173 -3.341 -4.797
H: -6.712 -4.807 -5.686
H: -4.866 -3.103 -5.698
H: -4.211 -5.512 -3.918
H: -3.045 -4.546 -4.811
H: -4.229 -5.533 -5.694
H: -4.960 -3.453 -2.881
C: 5.976 -2.968 4.682
C: 6.605 -1.827 5.467
C: 7.606 -1.058 4.619
O: 7.263 -2.350 6.618
H: 6.736 -3.685 4.357
H: 5.268 -3.519 5.306
H: 5.448 -2.596 3.799
H: 5.823 -1.148 5.819
H: 8.424 -1.709 4.293
H: 8.059 -0.249 5.199
H: 7.128 -0.629 3.734
H: 7.957 -2.952 6.318

The value obtained for the HOMO-LUMO gap is 8.039 eV. The net charge is +1. For the HOMO energy, the calculation gives -10.6 eV. The total energy comes out at -56985.9067 eV.


Entry from the Open Molecules 2025 dataset: 9 unconnected molecules or ions with the total composition C32H68N9O9 in a non-equilibrium geometry (ωB97M-V/def2-TZVPD).

CARTESIAN COORDINATES (ANGSTROEM)
C: -3.853 -0.080 2.595
C: -3.810 -1.576 2.887
C: -2.713 -2.384 2.188
O: -1.766 -1.603 1.399
C: -0.575 -1.357 1.953
C: -0.405 -0.427 2.980
C: 0.851 -0.207 3.471
N: 1.901 -0.865 2.949
C: 1.773 -1.770 1.962
C: 0.540 -2.036 1.451
H: -3.273 0.503 3.304
H: -3.556 0.150 1.579
H: -4.878 0.261 2.705
H: -4.765 -1.985 2.575
H: -3.758 -1.751 3.957
H: -2.168 -3.027 2.871
H: -3.180 -3.025 1.449
H: -1.237 0.118 3.386
H: 1.098 0.492 4.256
H: 2.816 -0.659 3.327
H: 2.670 -2.244 1.606
H: 0.436 -2.757 0.658
C: -8.375 -1.841 2.835
O: -7.689 -0.850 3.018
N: -8.393 -2.538 1.686
C: -9.184 -3.738 1.495
C: -7.562 -2.061 0.600
H: -9.032 -2.262 3.613
H: -8.532 -4.577 1.250
H: -9.893 -3.598 0.678
H: -9.735 -3.976 2.402
H: -6.516 -2.025 0.908
H: -7.848 -1.051 0.304
H: -7.647 -2.720 -0.260
C: 2.831 3.297 4.390
O: 2.356 2.203 4.682
N: 2.977 3.763 3.149
C: 3.614 5.041 2.879
C: 2.470 2.987 2.034
H: 3.182 3.996 5.161
H: 2.917 5.713 2.376
H: 4.492 4.896 2.251
H: 3.933 5.490 3.815
H: 1.391 2.855 2.150
H: 2.943 2.004 1.997
H: 2.681 3.506 1.106
C: 6.753 5.060 5.581
O: 6.649 4.745 4.409
N: 6.665 6.319 6.045
C: 6.801 6.633 7.454
C: 6.436 7.397 5.097
H: 6.943 4.319 6.376
H: 5.896 7.112 7.832
H: 7.644 7.305 7.619
H: 6.971 5.717 8.016
H: 5.498 7.249 4.562
H: 7.238 7.433 4.359
H: 6.397 8.340 5.635
C: 2.941 1.464 -0.959
O: 3.825 2.268 -0.733
N: 2.606 0.992 -2.165
C: 1.492 0.086 -2.352
C: 3.388 1.423 -3.317
H: 2.289 1.067 -0.152
H: 1.815 -0.862 -2.787
H: 0.749 0.532 -3.014
H: 1.023 -0.113 -1.388
H: 4.430 1.133 -3.192
H: 3.350 2.507 -3.409
H: 2.989 0.967 -4.219
C: -7.986 -7.648 0.142
O: -8.344 -7.514 1.295
N: -6.830 -7.169 -0.360
C: -6.458 -7.352 -1.748
C: -5.932 -6.449 0.527
H: -8.596 -8.181 -0.606
H: -5.522 -7.909 -1.827
H: -6.330 -6.387 -2.244
H: -7.238 -7.908 -2.263
H: -5.625 -7.084 1.357
H: -6.426 -5.571 0.945
H: -5.057 -6.132 -0.036
C: 5.561 4.337 -3.723
O: 5.370 4.011 -4.880
N: 5.643 5.606 -3.287
C: 5.863 5.922 -1.891
C: 5.506 6.682 -4.254
H: 5.682 3.594 -2.915
H: 5.035 6.513 -1.494
H: 6.787 6.491 -1.764
H: 5.939 5.000 -1.318
H: 4.537 6.629 -4.751
H: 6.278 6.608 -5.020
H: 5.597 7.635 -3.740
C: -2.730 -2.570 -1.514
O: -3.708 -3.240 -1.226
N: -2.307 -2.339 -2.767
C: -1.132 -1.542 -3.046
C: -3.057 -2.914 -3.874
H: -2.103 -2.100 -0.741
H: -1.388 -0.672 -3.654
H: -0.383 -2.133 -3.577
H: -0.702 -1.194 -2.108
H: -4.085 -2.553 -3.866
H: -3.082 -4.001 -3.791
H: -2.582 -2.633 -4.809
C: 0.497 -2.915 -5.637
O: 0.383 -2.806 -4.427
N: 1.650 -2.784 -6.311
C: 1.723 -2.930 -7.753
C: 2.863 -2.490 -5.567
H: -0.362 -3.141 -6.290
H: 2.394 -3.747 -8.023
H: 2.088 -2.012 -8.214
H: 0.733 -3.148 -8.147
H: 3.064 -3.274 -4.837
H: 2.761 -1.546 -5.029
H: 3.696 -2.419 -6.259

The value obtained for the HOMO-LUMO gap is 7.021 eV. The net charge is +1. For the HOMO energy, the calculation gives -10.4 eV. The total energy comes out at -66118.6122 eV.